The following is a quantum chemistry calculation of a structure of composition C47H55CrN7O2SSe, from the Open Molecules 2025 dataset.

Geometry as XYZ:
```
114
Properties=species:S:1:pos:R:3:forces:R:3
Cr 0.2230 0.0607 0.5269 0.451 -0.042 0.303
C -1.8294 2.1848 -4.6371 0.004 0.028 0.012
C -2.6770 0.9643 -4.2574 -0.012 -0.016 0.000
C -1.7777 -0.2589 -4.1153 0.021 -0.017 -0.005
C -3.6450 1.2813 -3.1147 0.035 0.002 -0.001
C -4.6463 2.1988 -3.4456 0.015 0.002 0.005
C -5.6471 2.5612 -2.5668 0.007 0.000 0.002
C -5.6783 1.9625 -1.3134 0.015 0.006 0.006
C -4.7132 1.0437 -0.9397 -0.043 0.003 -0.007
C -4.8131 0.3389 0.4022 0.019 -0.007 -0.003
C -5.6050 -0.9679 0.2609 0.012 -0.005 0.013
C -5.4378 1.1838 1.5129 -0.031 0.002 -0.008
C -3.6513 0.7076 -1.8294 0.063 -0.067 0.023
N -2.6501 -0.1200 -1.3103 -0.098 0.012 -0.034
C -2.8131 -1.4139 -1.4096 -0.011 -0.018 0.097
O -3.6071 -2.0541 -2.1424 0.015 0.004 -0.033
C -2.0247 -2.2528 -0.4028 0.049 0.024 -0.029
C -2.1797 -3.6330 -0.4723 0.001 0.047 0.000
C -1.6936 -4.4236 0.5520 -0.002 -0.047 0.005
C -1.1014 -3.8141 1.6423 0.009 0.025 0.002
C -0.9389 -2.4377 1.6173 0.024 0.014 -0.001
N -1.3513 -1.6712 0.6009 -0.241 -0.229 0.062
C -0.2614 -1.7813 2.8067 -0.045 -0.064 0.012
O -0.2207 -2.4282 3.8655 0.015 0.019 -0.004
N 0.2463 -0.5716 2.5737 -0.089 -0.028 -0.074
C 0.9755 -0.0268 3.6765 -0.002 -0.048 -0.010
C 0.3967 0.9624 4.4788 0.014 0.034 0.023
C 1.1268 1.5219 5.5224 -0.031 0.002 -0.015
C 2.4076 1.0883 5.8062 0.031 -0.002 0.008
C 2.9543 0.0682 5.0464 0.012 0.037 -0.022
C 2.2611 -0.4996 3.9850 0.006 0.011 0.017
C 2.9098 -1.6361 3.2244 -0.027 -0.020 -0.007
C 4.2186 -1.2008 2.5672 0.016 0.007 0.012
C 3.1152 -2.8512 4.1333 0.008 -0.017 0.002
C -1.0443 1.3683 4.2771 0.008 0.014 -0.010
C -1.2317 2.8828 4.2471 -0.031 0.010 -0.004
C -1.9320 0.7166 5.3411 -0.005 -0.012 -0.003
H -1.3771 2.0445 -5.6230 0.016 -0.015 0.009
H -2.4168 3.1049 -4.6548 -0.003 -0.005 -0.026
H -1.0179 2.3167 -3.9222 -0.010 0.003 0.022
H -3.3334 0.7647 -5.1144 -0.013 0.017 0.007
H -1.0234 -0.1229 -3.3413 -0.011 0.017 -0.016
H -2.3577 -1.1483 -3.8724 0.006 0.007 -0.017
H -1.2560 -0.4225 -5.0644 -0.008 -0.004 -0.004
H -4.6395 2.6265 -4.4448 -0.009 -0.001 0.001
H -6.4066 3.2778 -2.8586 0.000 -0.001 -0.002
H -6.4735 2.2134 -0.6200 -0.001 0.010 -0.005
H -3.7931 0.0772 0.6937 0.002 0.019 0.002
H -6.6366 -0.7422 -0.0302 -0.002 0.000 0.005
H -5.1729 -1.6165 -0.4999 -0.018 0.006 -0.004
H -5.6302 -1.5046 1.2144 0.011 -0.006 -0.004
H -6.5185 1.2902 1.3776 0.004 0.005 -0.009
H -5.2814 0.6994 2.4800 0.000 -0.007 -0.005
H -5.0097 2.1852 1.5590 0.011 -0.002 0.006
H -2.7200 -4.0274 -1.3200 -0.003 -0.013 0.001
H -1.8023 -5.5019 0.5137 -0.003 0.003 0.005
H -0.7522 -4.3505 2.5124 0.002 -0.011 -0.008
H 0.6822 2.3078 6.1230 0.004 0.000 0.000
H 2.9758 1.5409 6.6110 -0.002 0.000 0.000
H 3.9534 -0.2897 5.2725 0.002 0.004 0.003
H 2.2284 -1.9397 2.4333 -0.001 0.017 -0.017
H 4.9614 -0.9284 3.3242 0.003 0.007 -0.010
H 4.6297 -2.0171 1.9667 -0.004 0.006 -0.009
H 4.0559 -0.3403 1.9159 -0.010 0.003 -0.002
H 3.8768 -2.6511 4.8939 -0.013 0.015 0.004
H 2.1808 -3.1115 4.6318 -0.004 0.001 -0.019
H 3.4482 -3.7116 3.5448 0.017 0.010 0.003
H -1.3409 0.9514 3.3169 -0.007 0.017 -0.037
H -1.0254 3.3267 5.2244 0.002 0.003 0.000
H -0.5597 3.3480 3.5256 0.018 0.004 -0.023
H -2.2629 3.1407 3.9843 0.001 -0.006 -0.006
H -1.6693 1.0867 6.3368 0.004 -0.004 0.000
H -2.9876 0.9442 5.1608 0.002 -0.001 -0.003
H -1.7998 -0.3667 5.3344 -0.001 0.001 0.000
N 3.1354 -1.5376 -2.5297 0.001 -0.011 0.024
C 2.2317 -0.9081 -1.7009 0.044 0.067 -0.136
S 1.9585 -1.5903 -0.1516 -0.111 -0.003 0.033
N 1.6825 0.1672 -2.2114 0.010 -0.018 0.103
N 0.7658 0.7261 -1.3701 0.001 0.046 -0.138
C 0.3220 1.8770 -1.6947 -0.071 0.050 0.032
C -0.7163 2.4777 -0.8663 0.094 -0.050 -0.062
C -1.3690 3.6310 -1.2730 -0.050 0.026 0.041
C -2.4011 4.1257 -0.4966 0.039 0.020 -0.053
C -2.7522 3.4382 0.6483 -0.012 -0.035 0.061
C -2.0534 2.2866 0.9806 0.008 0.022 -0.054
N -1.0386 1.8228 0.2632 -0.084 0.130 0.004
H 3.8069 -2.1157 -2.0543 -0.009 0.006 0.010
H 3.5021 -0.9434 -3.2567 -0.002 -0.004 -0.009
H 0.6857 2.3785 -2.5853 0.019 0.012 0.008
H -1.0709 4.1141 -2.1936 -0.002 -0.001 0.003
H -2.9300 5.0233 -0.7904 -0.006 -0.003 0.006
H -3.5558 3.7786 1.2852 -0.004 0.004 -0.006
H -2.3227 1.7106 1.8533 0.001 0.010 0.041
C 2.9263 7.0147 5.3732 -0.005 0.015 0.014
C 2.8127 5.9194 4.3448 -0.001 -0.008 -0.011
C 1.7979 5.9132 3.3994 0.003 0.001 0.004
C 1.6765 4.9008 2.4502 0.036 -0.009 -0.026
C 0.5797 4.9874 1.4310 -0.005 0.026 -0.034
C 2.5858 3.8247 2.4307 -0.037 0.031 0.088
Se 2.4239 2.4218 1.1501 0.041 0.042 -0.186
C 3.6329 3.8404 3.3777 0.003 -0.031 0.001
C 4.6765 2.7601 3.3910 0.021 -0.004 0.022
C 3.7252 4.8718 4.3045 -0.021 -0.021 0.031
H 2.1137 7.7357 5.2639 0.001 -0.001 -0.002
H 3.8694 7.5618 5.2812 0.002 -0.005 -0.003
H 2.8821 6.6184 6.3916 0.000 -0.008 -0.005
H 1.0709 6.7224 3.3942 0.002 0.001 0.002
H -0.0447 5.8698 1.5977 0.000 -0.006 -0.001
H -0.0461 4.0960 1.4533 -0.027 -0.042 0.007
H 0.9991 5.0209 0.4217 0.000 0.009 0.004
H 4.2278 1.7936 3.1725 -0.015 -0.036 0.038
H 5.1789 2.7198 4.3612 0.017 0.017 -0.009
H 5.4284 2.9375 2.6148 -0.037 -0.012 -0.023
H 4.5362 4.8452 5.0298 -0.003 0.005 0.001
```
Positions in Å, forces in eV/Å.

As for the HOMO energy (spin up / spin down): -0.0468 / -0.0544 hartree. The value obtained for the energy above the lowest of the compared OMol25 structures with the same formula, charge and spin is 0.0 kJ/mol. The value obtained for the max |F| is 0.5 eV/A. The expectation value of S² is 6.02. As for the charge: -2. As for the energy: -168767.03085 eV. Its spin multiplicity is 5. The LUMO energy (spin up / spin down) comes out at 4.30 / 4.29 eV.

Atomic partial charges in e from the Mulliken method, atoms 1 to 5:
1. Cr 0.1426
2. C -1.2100
3. C 0.6387
4. C -1.7272
5. C 0.6770